1.
{"formula": "C2H3NO3S", "method": "ωB97M-V with the def2-TZVPD basis set", "fmax_ev_per_a": 3.1, "e_lumo_ha": -0.004, "spin_multiplicity": 1, "e_above_lowest_kj_mol": 409.0, "species": ["C", "C", "N", "O", "O", "O", "S", "H", "H", "H"], "xyz": [[1.497, 0.862, -0.025], [0.460, -0.152, -0.160], [-0.388, -0.154, 1.012], [1.307, 2.077, -0.043], [-1.154, -1.290, 1.138], [-2.085, -0.157, -0.970], [-1.115, 0.748, -0.399], [2.536, 0.461, 0.016], [0.431, -0.984, -0.822], [-1.488, -1.413, 0.252]], "atomic_forces_ev_per_a": [[2.32, 1.89, -0.70], [-1.97, 1.17, -0.16], [-0.29, 0.53, 0.60], [-0.03, -2.34, 0.35], [0.80, -0.27, 1.00], [-1.04, -1.36, -0.95], [0.81, 1.72, 0.89], [-0.23, 0.27, 0.17], [0.77, -0.84, -0.26], [-1.16, -0.76, -0.93]], "mulliken_charge": [0.025, 0.003, -0.286, -0.439, -0.284, -0.599, 0.492, 0.287, 0.456, 0.346]}


2.
{"formula": "C8H14", "method": "ωB97M-V with the def2-TZVPD basis set", "smiles": "C/C=C/C=C/CCC", "fmax_ev_per_a": 4.2, "e_lumo_ha": 0.041, "spin_multiplicity": 1, "e_above_lowest_kj_mol": 307.2, "species": ["C", "C", "C", "C", "C", "C", "C", "C", "H", "H", "H", "H", "H", "H", "H", "H", "H", "H", "H", "H", "H", "H"], "xyz": [[1.538, 2.707, -1.812], [0.536, 2.178, -0.783], [-0.773, 1.962, -0.915], [-1.581, 0.977, -0.174], [-1.116, -0.299, -0.105], [-1.392, -1.235, 1.075], [-0.073, -1.687, 1.700], [0.826, -2.867, 0.833], [2.458, 3.103, -1.297], [1.232, 3.565, -2.369], [1.871, 1.846, -2.381], [1.117, 1.859, 0.096], [-1.353, 2.390, -1.783], [-2.524, 1.214, 0.370], [-0.664, -0.666, -1.011], [-1.813, -0.542, 1.841], [-1.790, -2.140, 0.631], [-0.119, -2.170, 2.738], [0.648, -0.812, 1.683], [0.210, -3.745, 0.697], [1.842, -3.103, 1.218], [0.919, -2.532, -0.253]], "atomic_forces_ev_per_a": [[0.63, 0.48, 1.85], [1.07, -0.18, 0.03], [-1.55, 0.22, -2.00], [0.58, -0.75, 1.27], [-1.00, 0.69, 0.63], [1.40, 0.91, -1.03], [3.84, -1.69, -0.42], [-1.55, 2.28, -0.97], [-0.80, -0.57, -0.18], [-0.65, 0.14, -0.95], [-0.06, 0.16, -0.54], [-0.88, -0.44, -0.13], [0.99, -0.01, 0.65], [1.08, 0.33, 0.03], [1.21, -0.16, 0.22], [-0.91, -1.33, -0.49], [-1.43, -0.15, 0.80], [-0.39, 1.13, -1.34], [-0.85, -0.85, 0.61], [-0.02, -0.52, 0.55], [-0.94, 0.31, 0.04], [0.21, 0.00, 1.36]], "mulliken_charge": [-1.024, -0.055, -0.386, -0.291, -0.438, -0.424, -0.455, -1.090, 0.307, 0.344, 0.236, 0.265, 0.239, 0.349, 0.408, 0.277, 0.278, 0.308, 0.224, 0.349, 0.326, 0.255]}


3.
{"formula": "C29H40AsClIN6O2PSV", "method": "ωB97M-V with the def2-TZVPD basis set", "fmax_ev_per_a": 0.5, "charge": 2, "e_lumo_ha": [-0.166, -0.171], "spin_multiplicity": 4, "s2": 3.76, "e_above_lowest_kj_mol": 14.6, "species": ["V", "C", "C", "C", "C", "C", "C", "C", "H", "H", "H", "H", "H", "H", "H", "H", "Cl", "C", "C", "C", "I", "C", "O", "C", "N", "C", "C", "C", "C", "H", "H", "H", "H", "C", "N", "C", "N", "C", "N", "C", "P", "C", "C", "H", "H", "H", "H", "H", "H", "H", "H", "H", "H", "H", "H", "H", "C", "As", "C", "C", "O", "H", "H", "H", "H", "H", "H", "H", "H", "H", "C", "N", "C", "C", "N", "C", "S", "H", "H", "H", "H", "H", "H"], "xyz": [[-0.711, -1.129, -0.693], [-2.215, -5.600, 0.795], [-1.865, -4.644, -0.309], [-0.551, -4.513, -0.754], [-0.244, -3.722, -1.856], [-1.254, -3.038, -2.535], [-2.557, -3.104, -2.050], [-2.854, -3.907, -0.953], [-2.521, -6.560, 0.378], [-3.047, -5.233, 1.395], [-1.363, -5.790, 1.448], [0.235, -5.074, -0.261], [0.771, -3.698, -2.237], [-1.020, -2.463, -3.418], [-3.351, -2.571, -2.559], [-3.879, -3.979, -0.611], [-3.102, 4.131, -4.584], [-2.196, 2.786, -3.984], [-1.153, 2.289, -4.710], [-0.403, 1.192, -4.239], [1.167, 0.454, -5.387], [-0.691, 0.570, -3.041], [-0.039, -0.459, -2.559], [-1.771, 1.119, -2.278], [-2.008, 0.519, -1.075], [-2.999, 0.955, -0.327], [-3.825, 2.020, -0.711], [-3.592, 2.648, -1.905], [-2.538, 2.209, -2.733], [-0.901, 2.741, -5.660], [-3.151, 0.439, 0.611], [-4.634, 2.328, -0.064], [-4.209, 3.475, -2.229], [4.879, -0.822, -0.670], [4.073, -0.780, -1.974], [4.052, 0.679, -2.472], [3.536, 1.538, -1.470], [4.322, 1.440, -0.245], [4.341, 0.077, 0.289], [3.026, -0.338, 0.795], [1.731, -0.321, -0.530], [2.682, -1.314, -1.779], [2.101, 1.350, -1.239], [5.898, -0.537, -0.936], [4.861, -1.851, -0.314], [4.548, -1.349, -2.676], [3.437, 0.695, -3.372], [5.088, 0.925, -2.707], [3.901, 2.109, 0.503], [5.347, 1.746, -0.457], [2.715, 0.348, 1.584], [3.106, -1.337, 1.231], [2.152, -1.265, -2.731], [2.770, -2.352, -1.457], [1.738, 2.101, -0.539], [1.559, 1.462, -2.179], [-2.655, -0.126, 3.290], [-1.536, -1.581, 2.742], [-2.267, -3.175, 3.499], [0.234, -1.339, 3.453], [-1.511, -1.748, 1.078], [-2.612, -0.035, 4.375], [-3.681, -0.337, 2.990], [-2.287, 0.789, 2.830], [-2.322, -3.070, 4.583], [-1.633, -4.020, 3.243], [-3.267, -3.330, 3.098], [0.216, -0.559, 4.210], [0.882, -1.025, 2.638], [0.589, -2.273, 3.886], [-0.931, 4.849, 1.458], [-0.051, 4.414, 2.530], [0.442, 5.214, 3.549], [1.209, 4.438, 4.335], [1.170, 3.169, 3.783], [0.400, 3.150, 2.673], [0.046, 1.836, 1.659], [-1.166, 5.898, 1.611], [-1.845, 4.259, 1.468], [-0.440, 4.719, 0.495], [0.199, 6.259, 3.619], [1.768, 4.668, 5.223], [1.653, 2.357, 4.124]], "atomic_forces_ev_per_a": [[-0.09, -0.23, -0.43], [0.00, -0.01, 0.01], [-0.04, 0.01, -0.01], [0.01, 0.01, -0.02], [0.04, 0.01, 0.03], [-0.05, 0.05, 0.17], [0.00, -0.01, -0.01], [0.01, -0.02, 0.01], [0.01, 0.00, 0.00], [0.00, 0.00, 0.00], [0.00, 0.01, 0.01], [0.00, 0.00, 0.00], [-0.01, 0.00, -0.01], [-0.02, -0.01, -0.02], [0.00, 0.00, 0.00], [0.00, 0.00, 0.00], [0.00, 0.00, 0.00], [0.01, 0.00, 0.01], [0.01, 0.00, -0.01], [-0.05, 0.00, 0.05], [0.01, -0.02, -0.02], [0.06, 0.00, -0.03], [-0.05, -0.04, 0.22], [-0.02, 0.06, 0.00], [0.09, 0.05, 0.04], [0.01, 0.00, -0.01], [0.01, 0.01, -0.02], [-0.01, -0.01, 0.02], [0.04, -0.01, -0.01], [-0.01, 0.01, 0.00], [-0.01, 0.00, 0.00], [0.00, 0.00, 0.00], [-0.01, 0.00, 0.01], [0.00, 0.00, -0.01], [0.00, 0.01, 0.00], [0.00, -0.01, 0.00], [-0.02, -0.01, 0.02], [0.00, -0.01, -0.01], [-0.02, 0.00, 0.00], [0.06, 0.01, -0.03], [-0.13, 0.07, 0.04], [0.07, 0.01, 0.03], [0.03, 0.01, 0.01], [0.00, -0.01, 0.00], [0.00, 0.00, 0.00], [0.00, -0.01, 0.00], [0.00, 0.00, 0.00], [0.00, 0.01, 0.00], [0.00, 0.00, 0.00], [0.00, 0.00, 0.00], [-0.01, 0.00, -0.01], [0.00, 0.00, 0.00], [-0.03, 0.01, 0.00], [0.00, 0.00, -0.01], [0.00, 0.02, 0.00], [0.01, -0.01, 0.02], [0.02, -0.02, 0.02], [0.00, 0.03, 0.00], [0.00, 0.03, 0.04], [0.01, -0.03, 0.00], [0.11, 0.06, -0.07], [0.00, -0.02, 0.00], [0.01, 0.00, -0.02], [0.00, 0.00, -0.01], [0.00, 0.00, 0.00], [0.00, 0.00, -0.01], [0.00, 0.00, -0.01], [0.00, -0.01, 0.02], [-0.04, 0.03, 0.00], [-0.02, -0.02, -0.01], [0.01, 0.00, 0.00], [0.01, -0.01, 0.02], [-0.02, 0.02, 0.00], [0.01, -0.01, 0.00], [0.04, 0.00, -0.02], [-0.08, 0.07, -0.06], [0.06, -0.08, 0.05], [-0.01, 0.00, 0.00], [0.00, 0.00, 0.00], [0.00, 0.00, 0.00], [0.00, 0.00, 0.00], [0.00, 0.00, 0.00], [-0.02, 0.00, 0.01]], "mulliken_charge": [0.170, -1.700, 1.007, -0.338, -0.474, -1.173, -0.219, -0.433, 0.393, 0.324, 0.364, 0.413, 0.573, 0.392, 0.477, 0.425, -0.239, 0.580, -0.420, 0.016, 0.038, -0.646, -0.402, 0.470, 0.757, -0.381, -1.083, -0.988, 0.028, 0.453, 0.391, 0.511, 0.478, -0.791, 0.147, -0.484, 0.194, -0.967, 0.214, -1.225, 2.637, -1.412, -0.902, 0.377, 0.373, 0.363, 0.097, 0.363, 0.380, 0.331, 0.327, 0.514, 0.378, 0.427, 0.316, 0.396, -1.058, 0.571, -1.210, -0.516, -0.218, 0.464, 0.411, 0.101, 0.454, 0.314, 0.349, 0.367, -0.227, 0.456, -0.816, 0.219, -0.136, -0.680, 0.045, -0.817, 0.109, 0.315, 0.315, 0.298, 0.429, 0.438, 0.205]}


4.
{"formula": "C21H35BEuO2P2", "method": "ωB97M-V with the def2-TZVPD basis set", "fmax_ev_per_a": 2.1, "e_lumo_ha": [0.016, 0.017], "spin_multiplicity": 8, "s2": 15.76, "e_above_lowest_kj_mol": 26.6, "species": ["P", "P", "C", "C", "H", "H", "H", "H", "C", "H", "H", "H", "C", "H", "H", "H", "C", "H", "H", "H", "C", "H", "H", "H", "Eu", "C", "C", "C", "C", "C", "C", "C", "C", "C", "H", "H", "H", "H", "H", "H", "H", "H", "H", "H", "H", "H", "H", "H", "H", "O", "B", "O", "C", "C", "C", "C", "C", "C", "H", "H", "H", "H"], "xyz": [[0.843, -1.686, -2.847], [0.998, 1.651, -2.681], [0.527, -0.618, -4.355], [1.226, 0.746, -4.323], [-0.572, -0.487, -4.443], [0.874, -1.190, -5.235], [2.313, 0.647, -4.499], [0.799, 1.385, -5.123], [-0.589, 2.395, -3.246], [-1.042, 3.002, -2.454], [-1.320, 1.618, -3.504], [-0.484, 3.045, -4.125], [2.038, 3.105, -3.100], [1.572, 3.727, -3.876], [3.023, 2.767, -3.446], [2.152, 3.700, -2.185], [-0.415, -2.898, -3.435], [-0.671, -3.598, -2.632], [-0.015, -3.462, -4.291], [-1.330, -2.381, -3.765], [2.333, -2.560, -3.455], [3.172, -1.861, -3.555], [2.139, -3.040, -4.420], [2.604, -3.334, -2.728], [2.533, -0.044, 1.688], [-1.491, 1.814, -0.262], [-2.618, 1.450, -0.919], [-2.816, 0.007, -1.335], [-3.026, -0.980, -0.154], [-1.934, -1.932, 0.128], [-0.630, -1.685, -0.054], [0.005, -0.301, -0.069], [-0.643, 0.875, 0.692], [0.802, -2.363, 3.206], [-1.015, 2.815, -0.341], [-3.302, 2.208, -1.351], [-1.927, -0.300, -1.925], [-3.711, -0.031, -1.982], [-3.257, -0.461, 0.786], [-3.904, -1.584, -0.424], [-2.232, -2.925, 0.468], [0.123, -2.483, -0.148], [0.133, -0.035, -1.145], [1.133, -0.468, 0.118], [-1.226, 0.578, 1.585], [0.162, 1.548, 1.118], [1.875, -2.327, 2.967], [0.134, -2.545, 2.322], [0.718, -3.266, 3.852], [-0.670, -0.860, 4.831], [0.370, -1.078, 3.932], [1.215, 0.064, 3.906], [0.813, 0.846, 4.994], [1.666, 1.628, 5.732], [1.233, 1.986, 7.011], [0.019, 1.525, 7.521], [-0.818, 0.691, 6.761], [-0.367, 0.301, 5.520], [2.673, 1.852, 5.383], [1.858, 2.639, 7.622], [-0.291, 1.829, 8.522], [-1.763, 0.343, 7.169]], "atomic_forces_ev_per_a": [[-0.34, -0.04, -1.44], [-0.06, 0.29, -1.72], [0.30, 0.27, -0.02], [0.14, 0.09, 0.07], [0.58, -0.01, 0.08], [-0.33, 0.18, 0.22], [-0.40, -0.06, 0.03], [0.45, -0.20, 0.33], [-0.89, 0.46, 0.29], [0.09, -0.13, -0.30], [0.12, 0.06, 0.17], [0.27, -0.26, 0.08], [0.23, 0.25, 0.22], [0.19, -0.18, 0.14], [-0.13, 0.17, 0.22], [0.18, 0.03, -0.27], [-0.23, -0.60, 0.21], [-0.08, 0.00, -0.21], [-0.20, 0.12, 0.21], [0.28, -0.20, 0.30], [0.30, -0.17, 0.08], [-0.10, -0.16, 0.10], [0.08, 0.10, 0.06], [0.10, 0.14, -0.13], [1.53, 0.72, 0.45], [0.05, -0.32, 1.01], [1.46, 0.55, -0.02], [-0.55, 0.09, 0.61], [-0.91, 0.24, 0.14], [1.31, -0.82, -0.27], [0.29, 0.52, 0.90], [0.41, -0.52, -1.43], [0.22, 0.69, -0.89], [-0.81, -1.06, -0.25], [-1.12, -0.38, 0.45], [0.84, -0.43, 0.00], [-0.59, 0.07, 0.18], [0.49, -0.12, 0.16], [-0.34, 0.21, -0.31], [0.11, 0.12, 0.35], [0.03, -0.06, -0.57], [-0.55, 0.07, 0.60], [-0.25, 0.20, 1.10], [-2.03, 0.03, -0.53], [0.05, -0.09, -0.57], [-0.47, -0.56, -0.44], [-0.37, -0.06, -0.38], [0.87, 0.02, 0.47], [-0.24, 0.62, -0.22], [-0.21, -0.03, -0.39], [0.09, 0.91, 0.91], [-0.57, -0.41, 0.24], [0.06, -1.06, 0.37], [0.03, 0.35, 0.17], [-0.02, 0.25, 0.13], [-0.32, 0.31, -0.45], [-0.22, 0.18, 0.51], [1.29, 0.09, -0.16], [-0.33, 0.12, -0.05], [-0.13, -0.31, -0.14], [0.06, -0.12, -0.34], [0.28, -0.19, -0.05]], "mulliken_charge": [1.000, 1.051, -1.062, -1.312, 0.458, 0.479, 0.407, 0.472, -1.482, 0.385, 0.244, 0.625, -1.235, 0.350, 0.389, 0.360, -1.399, 0.373, 0.449, 0.346, -1.413, 0.379, 0.446, 0.383, -0.084, -0.848, -0.655, -0.026, -0.834, -1.014, -0.374, 1.702, 0.150, -0.623, 0.556, 0.376, -0.418, 0.507, 0.291, 0.528, 0.479, 0.889, -1.858, -0.646, 0.261, 0.240, 0.150, 0.201, 0.395, -0.686, 0.881, -0.439, 0.356, -0.726, -0.470, -0.385, -0.956, 0.884, 0.374, 0.354, 0.361, 0.410]}


5.
{"formula": "C3H10NOS2", "method": "ωB97M-V with the def2-TZVPD basis set", "smiles": "C[N@@H+](CO)C(S)S", "fmax_ev_per_a": 4.7, "charge": 1, "e_lumo_ha": -0.119, "spin_multiplicity": 1, "e_above_lowest_kj_mol": 213.6, "species": ["C", "N", "C", "O", "C", "S", "S", "H", "H", "H", "H", "H", "H", "H", "H", "H", "H"], "xyz": [[0.004, -0.460, 1.460], [-0.197, -0.301, -0.027], [-1.226, 0.564, -0.504], [-1.282, 0.523, -1.859], [1.402, 0.227, -0.751], [2.498, -1.175, -0.540], [1.735, 1.752, 0.109], [0.615, -1.299, 1.747], [0.247, 0.571, 1.744], [-0.841, -0.772, 2.039], [-0.177, -1.254, -0.485], [-1.051, 1.560, -0.279], [-2.231, 0.411, 0.081], [-2.009, 0.076, -2.277], [1.226, 0.510, -1.709], [3.006, -1.134, -1.797], [1.971, 1.213, 1.357]], "atomic_forces_ev_per_a": [[-0.70, 1.14, -0.69], [3.32, -3.04, -0.51], [-3.94, -0.52, 1.06], [0.70, 0.05, -1.29], [-0.44, -0.27, 4.68], [-0.10, 0.22, -0.31], [0.48, -0.27, 0.57], [1.38, 0.27, -0.57], [0.32, -0.79, 0.70], [-1.51, 0.33, -0.41], [-0.71, 1.23, 0.49], [1.21, 1.92, 0.98], [1.61, -0.49, -1.21], [-0.62, -0.46, 0.17], [-0.95, 0.33, -2.95], [-0.29, -0.04, 0.29], [0.23, 0.40, -1.00]], "mulliken_charge": [-0.941, -0.144, -0.362, -0.501, -0.225, -0.109, -0.071, 0.289, 0.426, 0.342, 0.398, 0.388, 0.334, 0.340, 0.441, 0.220, 0.175]}


no.,energy (eV)
1,-20585.968
2,-8519.896
3,-171020.820
4,-65018.127
5,-28472.487